# 1
Density functional theory data (wB97M-V/def2-TZVPD) for a structure of composition C18H22N5O7P2Pt in a non-equilibrium geometry.

Properties
* LUMO level (alpha / beta): -2.424 / -3.543 eV
* charge: +1
* Kohn-Sham gap (alpha / beta): 8.51 / 7.95 eV
* multiplicity: 3
* ⟨S²⟩: 2.004
* E_tot: -2301.6390 Ha
* energy above the lowest of the compared OMol25 structures with the same formula, charge and spin: 0.501 eV

Element x y z (Å)
Pt  -0.28119  0.11793  0.10325
C  2.69104  -0.86852  0.94569
N  1.74396  -1.24613  -0.10279
C  2.21621  -1.18627  -1.48467
C  1.64779  0.00252  -2.19818
N  0.60072  0.65543  -1.77223
C  0.37508  1.69548  -2.66091
C  -0.58612  2.70039  -2.66508
C  -0.53347  3.62150  -3.69047
C  0.44568  3.54933  -4.69120
C  1.40643  2.55779  -4.69705
C  1.35408  1.63543  -3.66062
N  2.14995  0.54887  -3.32727
C  2.39793  0.49696  1.50058
N  1.39464  1.24279  1.12380
C  1.38585  2.35752  1.94732
C  0.50861  3.43465  2.00151
C  0.75579  4.39981  2.95540
C  1.84772  4.30551  3.82940
C  2.72564  3.24043  3.78498
C  2.47055  2.26659  2.82890
N  3.09371  1.06709  2.51280
H  3.72009  -0.90035  0.57612
H  2.62026  -1.58127  1.76959
H  1.30139  -2.13263  0.09291
H  1.90791  -2.09078  -2.01247
H  3.30766  -1.13857  -1.52529
H  -1.33911  2.73522  -1.89016
H  -1.25982  4.42207  -3.72733
H  0.44789  4.29185  -5.47750
H  2.15751  2.50614  -5.47412
H  2.93722  0.21228  -3.85448
H  -0.33295  3.48534  1.32413
H  0.09020  5.24818  3.03995
H  2.00070  5.08533  4.56282
H  3.56785  3.16990  4.46066
H  3.90714  0.69230  2.96916
C  -4.98822  -0.90531  1.43831
C  -3.67362  -0.67630  0.71087
O  -3.84450  -0.46270  -0.69305
P  -2.63941  -2.18023  0.65559
O  -3.53895  -3.27177  -0.06980
O  -2.59241  -2.73993  2.12706
O  -1.31148  -2.04708  -0.02210
P  -2.70250  0.67660  1.57412
O  -2.30397  1.63288  0.27245
O  -3.48324  1.47122  2.52571
O  -1.38126  0.02899  1.97685
H  -5.54532  -1.73059  0.99696
H  -5.58600  0.00518  1.39414
H  -4.79426  -1.11990  2.48980
H  -4.23958  0.40289  -0.84005
H  -3.79363  -3.03226  -0.97486
H  -1.74846  -3.14128  2.37236
H  -2.71879  2.50289  0.38772

Forces on the atoms, in the same order (eV/Å):
Pt 1.1 0.3 -0.2
C 0.0 0.1 0.1
N -0.4 0.0 0.2
C 0.0 0.1 -0.1
C 0.1 0.1 0.1
N -0.3 -0.4 0.3
C 0.2 0.1 -0.3
C 0.0 -0.1 0.1
C 0.0 0.0 0.1
C 0.0 0.0 0.0
C 0.0 0.0 -0.1
C -0.2 0.1 0.2
N 0.0 -0.1 -0.1
C 0.0 0.1 0.0
N -0.4 -0.2 -0.1
C 0.3 0.1 0.2
C 0.0 -0.1 0.0
C -0.1 0.0 -0.1
C 0.1 0.0 0.0
C 0.1 0.0 0.0
C -0.3 0.1 -0.2
N 0.1 0.0 0.0
H 0.0 -0.1 0.0
H 0.0 -0.1 0.0
H 0.1 -0.1 0.0
H 0.0 0.0 0.0
H 0.0 -0.1 0.0
H 0.0 0.0 0.0
H 0.0 0.0 0.0
H 0.0 0.0 0.0
H 0.0 0.0 0.0
H 0.0 0.0 0.0
H 0.0 0.1 0.0
H 0.0 0.0 0.0
H 0.0 0.0 0.0
H 0.0 0.0 0.0
H 0.0 -0.1 0.0
C 0.0 -0.1 0.1
C 0.3 0.0 0.1
O -0.1 0.0 0.0
P -0.1 -0.5 -0.3
O -0.1 0.1 -0.1
O 0.0 0.0 0.0
O -0.1 0.3 0.0
P -0.2 0.3 0.1
O -0.2 -0.1 0.2
O -0.2 -0.1 0.0
O 0.2 0.0 -0.3
H 0.0 0.0 0.0
H 0.0 0.0 0.0
H -0.1 0.0 0.0
H 0.0 0.0 0.0
H 0.1 0.0 0.2
H -0.1 0.1 0.0
H 0.2 -0.1 0.0

---

# 2
Density functional theory data (wB97M-V/def2-TZVPD) for a structure of composition C18H23BFIrN7Si.

Properties
* LUMO level (alpha / beta): -5.030 / -9.318 eV
* charge: +2
* Kohn-Sham gap (alpha / beta): 9.80 / 6.02 eV
* multiplicity: 6
* ⟨S²⟩: 8.793
* E_tot: -1600.9754 Ha

Element x y z (Å)
Ir  -0.29537  0.39345  -0.45746
C  2.34113  3.30262  1.47557
C  1.22051  2.49161  1.54026
N  1.06867  1.83313  0.37969
N  2.08406  2.21493  -0.43572
C  2.86088  3.09160  0.21306
B  2.25647  1.61504  -1.84673
N  0.98487  1.94939  -2.66369
C  0.85991  2.53526  -3.85221
C  -0.48715  2.56756  -4.20344
C  -1.13934  1.95817  -3.15586
N  -0.24529  1.58406  -2.21313
N  2.34981  0.06320  -1.72404
C  3.35664  -0.75895  -2.02352
C  2.99992  -2.06202  -1.69755
C  1.72352  -1.96491  -1.18629
N  1.33265  -0.67375  -1.20231
H  2.72412  3.95317  2.24190
H  0.53298  2.35191  2.35492
H  3.73567  3.50497  -0.26258
H  3.22937  2.05284  -2.37761
H  1.72893  2.89714  -4.37908
H  -0.91961  2.98226  -5.09721
H  -2.19053  1.78002  -3.01521
H  4.26578  -0.37171  -2.45582
H  3.59110  -2.95263  -1.81905
H  1.07231  -2.73819  -0.81147
C  -4.07193  -2.41112  -0.58835
Si  -3.17031  -1.01455  -1.37843
C  -1.80853  -1.64595  -2.46444
C  -4.31417  0.17668  -2.23329
N  -2.29437  -0.08663  -0.04416
C  -2.87632  0.33074  1.08303
C  -4.29610  0.49442  1.20352
C  -4.85132  0.93771  2.36891
C  -4.04402  1.20841  3.48931
C  -2.65799  1.02685  3.43810
C  -2.11922  0.60597  2.26406
F  -0.79729  0.34982  2.19079
H  -4.69430  -2.88834  -1.35107
H  -4.73305  -2.07980  0.21300
H  -3.39926  -3.16982  -0.18430
H  -2.24014  -2.35575  -3.17784
H  -1.05962  -2.20820  -1.89988
H  -1.31701  -0.87672  -3.06088
H  -4.24008  0.07753  -3.31908
H  -4.11708  1.21748  -1.96789
H  -5.34971  -0.04113  -1.96335
H  -4.91778  0.30901  0.33943
H  -5.92063  1.08291  2.43349
H  -4.49864  1.54926  4.40987
H  -2.02910  1.18579  4.30353

Forces on the atoms, in the same order (eV/Å):
Ir 0.2 0.0 0.2
C 0.0 0.0 0.1
C 0.0 -0.1 -0.1
N 0.0 0.1 0.2
N 0.0 0.0 0.0
C 0.0 0.0 -0.1
B 0.0 0.1 0.0
N 0.0 0.0 0.0
C 0.1 0.0 0.0
C -0.1 0.0 -0.1
C 0.1 0.0 0.1
N -0.1 0.0 -0.3
N 0.1 0.0 0.0
C 0.0 0.1 0.0
C 0.0 -0.1 0.0
C 0.0 0.0 0.0
N 0.0 -0.2 0.0
H 0.0 0.0 0.0
H 0.0 0.0 0.0
H 0.0 0.0 0.0
H -0.1 -0.1 0.0
H 0.0 0.0 0.0
H 0.0 0.0 0.0
H -0.1 0.0 0.0
H 0.0 0.0 0.0
H 0.0 0.0 0.0
H 0.0 0.0 0.0
C 0.0 -0.1 0.2
Si -0.1 0.0 0.0
C 0.1 0.0 -0.1
C 0.0 0.1 0.0
N 0.2 0.2 -0.1
C -0.2 -0.1 0.0
C 0.1 0.0 0.0
C 0.0 0.0 0.1
C 0.0 0.0 0.0
C -0.2 0.0 0.1
C 0.0 -0.1 -0.1
F 0.1 0.1 0.0
H 0.0 0.0 0.0
H 0.0 -0.1 0.0
H 0.0 0.0 0.0
H -0.1 0.0 0.1
H 0.0 0.0 -0.1
H 0.1 0.0 0.0
H 0.0 0.0 0.0
H 0.0 0.0 0.0
H 0.0 0.0 0.0
H 0.0 0.0 0.0
H 0.0 0.0 0.0
H 0.0 0.0 0.0
H 0.0 0.0 0.0

---

# 3
Density functional theory data (wB97M-V/def2-TZVPD) for a cluster of 2 separate species, C18H23BN in total in a non-equilibrium geometry.

Properties
* LUMO level: -4.043 eV
* charge: +1
* Kohn-Sham gap: 7.05 eV
* E_tot: -779.0360 Ha

Element x y z (Å)
C  -0.98720  7.54493  5.39254
C  -2.41073  7.14704  5.59209
N  -2.61231  5.82570  5.78594
B  -1.42304  4.94099  5.78608
H  -1.10958  2.51612  6.00856
C  -3.81998  5.27278  5.98364
C  -3.87243  3.79905  6.18416
C  -4.93271  6.07876  5.99831
C  -4.77627  7.44615  5.80190
C  -3.50373  7.99182  5.59580
H  -0.89642  8.61981  5.22746
H  -0.36680  7.29500  6.26643
H  -0.54258  7.04173  4.52060
H  -1.15393  4.45148  4.73473
H  -0.95114  4.71710  6.85585
H  -4.92540  3.51421  6.24412
H  -3.42031  3.23258  5.35982
H  -3.39440  3.46958  7.11727
H  -5.89100  5.57360  6.16701
H  -5.66367  8.07139  5.81340
H  -3.35066  9.05423  5.43926
C  -1.72405  1.19975  7.55183
C  -3.06101  0.48975  7.18439
C  -2.94588  0.24102  5.70256
C  -1.81926  0.74149  5.16839
C  -0.99469  1.46910  6.21140
C  0.50262  1.25069  6.22605
C  1.16520  1.03436  5.01530
C  2.51366  0.66917  5.00914
C  3.21246  0.58899  6.22117
C  2.59138  0.96728  7.42036
C  1.23948  1.32918  7.41978
H  -1.89889  2.15869  8.06375
H  -1.14060  0.54440  8.20802
H  -3.16856  -0.44612  7.75454
H  -3.92791  1.12039  7.44119
H  -3.72721  -0.29545  5.16882
H  -1.50018  0.73099  4.12654
H  0.61176  1.14610  4.07819
H  3.00598  0.43808  4.06759
H  4.25899  0.29030  6.22932
H  3.14189  0.97286  8.36173
H  0.74947  1.67309  8.33461

Forces on the atoms, in the same order (eV/Å):
C 0.4 0.3 -0.1
C -0.2 0.1 0.0
N -0.3 0.6 0.0
B 0.3 -1.0 0.0
H -0.1 1.0 -0.3
C 0.1 -0.2 0.1
C -0.4 -0.4 0.1
C -0.3 -0.1 0.0
C 0.0 0.0 0.0
C -0.2 -0.2 0.0
H 0.0 -0.1 0.0
H -0.2 0.0 -0.1
H -0.2 0.1 0.1
H 0.3 0.2 0.2
H 0.2 0.1 -0.3
H 0.2 -0.2 0.0
H 0.0 0.1 0.0
H 0.0 0.2 -0.2
H 0.3 0.6 -0.1
H 0.2 0.1 0.0
H -0.1 -0.2 0.0
C -0.3 -0.1 -0.1
C 0.3 0.1 0.3
C 0.5 0.2 -0.4
C -0.5 -0.2 0.6
C 0.0 -0.2 0.4
C 0.2 0.1 0.0
C 0.3 -0.3 0.2
C -0.1 0.1 0.4
C -0.2 0.3 0.1
C -0.2 0.1 -0.3
C 0.1 -0.3 -0.4
H 0.1 -0.4 0.1
H 0.0 0.3 -0.2
H -0.1 0.3 -0.2
H 0.1 -0.3 -0.2
H 0.2 0.1 -0.1
H -0.3 -0.2 0.2
H 0.3 -0.3 0.3
H 0.0 0.1 0.2
H -0.2 0.0 0.0
H -0.1 0.0 -0.3
H 0.2 -0.3 -0.2

---

# 4
Density functional theory data (wB97M-V/def2-TZVPD) for a structure of composition C18H23BeCl2F10Li2NO12P in a non-equilibrium geometry.

Properties
* LUMO level: -2.295 eV
* charge: -1
* Kohn-Sham gap: 1.71 eV
* E_tot: -3946.7219 Ha

Element x y z (Å)
C  7.16603  0.55026  -2.99548
P  6.18587  1.25528  -4.38677
C  6.35564  3.09738  -4.35338
C  4.44380  0.79439  -3.97713
C  3.58760  0.16030  -5.06773
C  2.34497  -0.19030  -4.19705
N  2.18171  1.11883  -3.41630
C  3.49586  1.86652  -3.48452
H  6.49936  0.33912  -2.16113
H  7.55085  -0.40649  -3.32950
H  7.96835  1.21759  -2.69903
H  6.70470  3.45043  -3.38552
H  5.40822  3.56587  -4.61192
H  7.05228  3.36281  -5.13974
H  4.50909  0.08994  -3.14288
H  3.22664  0.94999  -5.72838
H  4.11699  -0.66088  -5.53136
H  1.48188  -0.51926  -4.75911
H  2.68705  -0.92946  -3.47899
H  1.90518  0.97252  -2.44048
H  1.52167  1.67986  -3.95526
H  3.80117  2.28638  -2.51192
H  3.37486  2.71783  -4.14745
C  2.76023  -3.97671  -4.83133
O  2.26025  -4.86030  -4.16776
O  2.46634  -3.52718  -5.96793
O  3.78740  -3.20903  -4.49735
C  -1.44971  1.47270  0.64090
C  -1.98670  0.73689  1.88705
C  -2.68948  1.59783  2.94528
F  -1.82697  2.53494  3.43214
F  -3.08817  0.83423  3.94090
F  -0.97201  0.02805  2.42848
F  -2.89635  -0.15501  1.43889
O  -0.06054  1.82104  0.59090
C  0.40653  2.97265  1.14687
C  1.40923  2.73030  2.28495
F  0.84856  2.02075  3.26064
F  1.79119  3.93031  2.77694
F  -0.58876  3.77544  1.50087
F  1.06876  3.64022  0.11320
H  -1.54609  0.75893  -0.18726
H  -2.07996  2.33368  0.38241
H  -3.57077  2.10013  2.52934
H  2.28510  2.19265  1.90766
Li  2.81654  3.80403  -1.12955
C  -3.73607  -4.21611  5.31198
C  -3.77444  -2.95197  4.85248
C  -4.71925  -1.92140  5.41659
O  -4.68337  -0.80424  4.97119
C  -5.63587  -2.34502  6.48632
C  -5.58190  -3.60074  6.92426
C  -4.62574  -4.61225  6.37813
O  -4.65282  -5.73456  6.86937
O  -6.38981  -4.08677  7.90739
O  -3.00038  -2.50093  3.88321
H  -3.06087  -4.96107  4.91491
H  -6.32079  -1.60456  6.87711
H  -6.11910  -5.02506  8.01633
H  -3.25163  -1.55751  3.77184
O  -2.86274  0.17607  -1.63644
Cl  -4.01934  -0.43393  -2.27834
O  -5.22100  0.31624  -1.69973
O  -4.11840  -1.79779  -1.93803
O  -3.97827  -0.21884  -3.67719
Be  -8.48598  -4.05032  7.24613
F  -5.39729  1.47813  4.97931
Cl  -6.68384  1.30467  -2.61770
Li  -1.31385  2.00083  -1.55345
F  4.91833  -3.17829  -2.93091

Forces on the atoms, in the same order (eV/Å):
C -0.8 0.2 0.1
P 0.5 -0.6 -1.7
C -0.3 -0.4 0.5
C 0.1 0.9 0.5
C -0.6 0.1 1.2
C 2.1 -0.4 -0.3
N 0.0 0.0 -1.1
C 0.7 -0.1 0.5
H 0.2 0.1 0.3
H 0.2 0.0 0.0
H 0.1 0.0 0.0
H 0.0 0.3 0.0
H -0.1 0.1 0.1
H 0.2 0.1 0.1
H 0.3 -0.3 -0.1
H 0.5 -0.2 -0.7
H -0.5 -0.3 -0.3
H -0.4 0.3 0.3
H -0.4 -0.4 0.0
H -0.5 0.2 -0.1
H -0.6 0.1 0.8
H -0.4 -0.4 -0.1
H 0.0 -0.1 -0.2
C -1.9 -2.5 1.0
O 0.3 0.2 0.1
O 0.9 1.0 0.2
O 2.0 2.0 0.0
C -0.3 -0.1 -0.6
C 0.3 -0.1 0.1
C -0.7 0.4 0.2
F 0.2 0.0 -0.2
F 0.6 -0.4 0.0
F 0.1 0.1 0.1
F -0.1 0.1 -0.1
O 0.2 -0.2 0.4
C -0.9 -0.1 -0.2
C 0.4 0.0 0.0
F -0.2 0.0 0.0
F 0.0 0.1 -0.1
F 0.2 0.3 0.1
F 0.5 0.2 0.1
H 0.0 -0.4 0.6
H -0.1 0.1 0.5
H 0.0 0.0 0.0
H 0.0 0.0 -0.1
Li -0.5 0.1 0.3
C 0.1 0.0 0.0
C 0.1 -0.3 0.0
C -0.3 0.0 0.2
O 0.2 -0.9 -0.1
C -0.1 0.0 0.0
C 0.1 0.2 0.1
C 0.2 -0.1 -0.2
O -0.1 0.1 0.1
O 0.2 0.0 -0.1
O 0.0 0.2 0.0
H 0.0 0.0 0.0
H 0.1 0.0 0.0
H 0.1 0.0 0.0
H 0.0 0.0 0.0
O 0.7 0.6 0.1
Cl -0.6 0.2 -0.6
O 0.7 -0.4 0.8
O 0.0 -0.1 0.2
O 0.0 0.2 -0.1
Be -0.2 0.0 0.0
F -0.2 0.9 -0.2
Cl -0.3 0.3 -0.5
Li -0.3 -0.3 -0.5
F -1.4 -0.2 -1.3